The molecule C17H29N3O5, computed with the ωB97M-V functional and the def2-TZVPD basis.

The geometry in ORCA input format:
```
! RIJCOSX wB97M-V def2-TZVPD def2/J DEFGRID3
* xyz 0 1
C 3.483 -5.161 -0.195
C 2.592 -4.396 -1.173
C 1.192 -5.004 -1.188
C 2.559 -2.912 -0.792
C 1.863 -2.036 -1.834
N 1.990 -0.635 -1.508
C 0.951 0.106 -1.110
O -0.205 -0.258 -1.062
N 1.268 1.432 -0.729
C 2.487 1.975 -0.528
O 3.546 1.421 -0.754
C 2.460 3.401 0.016
O 1.431 3.595 0.977
C 0.580 4.616 0.761
O 0.708 5.438 -0.102
C -0.414 4.739 1.921
N -1.403 3.683 1.898
C -1.603 2.937 0.797
O -0.908 3.111 -0.194
C -2.662 1.868 0.909
C -3.167 1.457 -0.474
C -4.205 0.348 -0.351
C -3.597 -0.859 0.356
C -3.090 -0.460 1.738
C -2.047 0.645 1.609
H 4.493 -4.758 -0.196
H 3.534 -6.212 -0.467
H 3.085 -5.087 0.815
H 3.023 -4.485 -2.177
H 1.246 -6.068 -1.408
H 0.715 -4.879 -0.219
H 0.567 -4.535 -1.943
H 3.585 -2.554 -0.674
H 2.053 -2.795 0.169
H 0.795 -2.254 -1.879
H 2.306 -2.210 -2.821
H 2.917 -0.228 -1.430
H 0.441 2.014 -0.557
H 2.309 4.101 -0.817
H 3.426 3.607 0.487
H 0.152 4.683 2.855
H -0.894 5.720 1.836
H -1.990 3.572 2.709
H -3.495 2.249 1.514
H -2.319 1.094 -1.057
H -3.590 2.324 -0.986
H -4.552 0.061 -1.345
H -5.070 0.710 0.214
H -2.758 -1.229 -0.235
H -4.338 -1.657 0.444
H -2.645 -1.323 2.236
H -3.926 -0.112 2.352
H -1.221 0.278 0.999
H -1.661 0.923 2.593
*
```

**Electronic energy**: -32810.38203 eV
**Gap between HOMO and LUMO**: 10.04 eV
**Molar mass**: 355.4 Da
**ΔE to the lowest compared entry with this formula, charge and spin**: 0.000 eV
**SMILES**: CC(C)CCNC(=O)NC(=O)COC(=O)CNC(=O)C1CCCCC1